1.
A cluster of 9 separate species, C24H49BBr16ClFN5O4 in total, computed with ωB97M-V/def2-TZVPD.

Geometry as XYZ:
```
101
Properties=species:S:1:pos:R:3:forces:R:3
Br -3.49202 5.48028 1.14742 -0.048 0.003 -0.097
C 6.17531 0.00741 -5.35895 0.069 0.147 0.192
F -2.34826 -0.00743 2.06671 0.647 -0.467 0.923
C 1.02000 8.15411 4.39257 0.255 -0.070 0.110
H -6.54257 6.01772 3.40366 0.077 -0.028 0.020
H -4.08407 6.83391 3.15421 -0.066 0.019 -0.051
H -6.33908 5.20141 1.84202 0.069 -0.009 0.023
Br 2.45741 7.21748 3.47055 -0.073 0.011 -0.099
H -4.29389 5.09894 3.45206 -0.024 0.010 -0.019
H -6.25632 -3.03912 -5.02479 0.046 -0.059 0.062
C -4.94491 1.85722 -2.75547 0.107 -0.302 -0.004
C -5.97595 6.00601 2.47452 -0.138 0.278 0.018
C 4.38098 -6.58260 3.01491 -0.070 -0.134 -0.160
H 1.62137 1.46818 -0.96253 1.079 -0.400 -0.257
Br 2.95300 -4.36478 4.13965 -0.119 0.038 0.001
Br 3.45481 -0.89804 -5.19383 -0.046 0.028 -0.012
Cl 3.46763 1.96995 -2.34334 -0.229 -0.179 0.360
Br -2.89045 -3.11398 2.74224 -0.267 -0.088 0.141
Br 2.21364 5.11842 -0.55458 -0.102 -0.030 -0.063
C -4.50061 5.91308 2.75947 -0.031 -0.282 0.006
Br -1.18816 6.70125 3.28984 0.195 -0.058 0.176
C 4.05511 2.00356 0.75665 -0.368 -0.680 0.614
H 2.25104 -0.24692 -2.81877 0.543 0.218 -0.004
Br -4.65889 -5.16832 -3.75191 0.090 0.041 0.002
C 1.37943 -1.13283 -1.31303 0.242 -0.425 0.081
C -2.57140 -4.81816 3.63231 -0.066 0.087 0.190
H 0.30418 6.28569 5.24356 0.059 0.048 -0.030
O 0.88264 -2.70753 1.55648 0.137 0.842 -0.821
H 3.15926 -2.76781 1.95453 0.280 0.365 0.090
C -1.09513 -5.07254 3.74018 0.193 -0.252 -0.170
H -0.88494 -5.89077 4.42652 -0.115 0.005 0.002
H 0.67401 8.93804 3.72558 -0.049 -0.055 0.011
H 4.07942 -0.07753 -0.02352 0.044 0.256 0.022
H -3.09356 -5.58524 3.06849 0.047 0.054 -0.049
C -6.42383 1.98331 -3.00717 -0.119 0.311 0.056
C 3.39597 -6.26294 4.10737 0.133 0.056 0.111
O -3.12941 0.13978 0.09690 -2.624 2.018 -3.122
C 3.37922 0.74120 0.15866 -0.311 0.494 -0.105
C 2.59023 -3.10405 -1.67045 1.315 -0.715 -0.602
H 1.76366 -5.32001 -0.17054 -0.542 -0.062 0.154
H -4.49651 2.77428 -2.38463 -0.086 0.017 -0.028
H 0.44653 -4.70574 -0.99107 0.054 -0.055 0.131
H -6.82135 1.17788 -3.61798 0.074 -0.008 0.011
O -1.74999 -1.67744 -1.74077 -2.031 -1.592 -3.290
O 3.14634 -2.27032 1.11623 -0.153 -0.745 -0.720
H 1.36602 3.40970 1.69950 0.026 0.028 -0.114
H 6.91431 0.62318 -5.86775 -0.083 0.020 -0.042
H 3.20066 -5.15816 -1.92710 -0.192 0.064 0.048
C 2.25304 -4.61003 -1.96938 -0.271 0.607 -0.225
N 2.44392 -0.37022 -1.81924 -0.750 -0.092 -0.318
H -6.96843 2.02416 -2.06562 0.069 -0.031 0.014
H 4.68648 0.47751 -6.83365 0.001 -0.052 0.024
C -1.05542 -1.25265 -0.93220 0.577 0.355 2.022
H 5.19404 -5.86578 2.95123 -0.040 0.007 0.058
H 1.48745 8.60554 5.26550 -0.042 -0.037 0.011
H -1.72305 -2.26507 0.67223 0.236 0.271 0.228
C -2.36280 -0.34225 0.79375 1.530 -1.213 1.841
H -3.55453 -2.94635 -3.55268 -0.048 0.051 -0.068
H 2.45921 -6.80380 4.00782 0.027 0.031 -0.089
C 2.59336 0.95673 -1.13918 0.214 0.153 -0.326
H -5.46341 -1.51358 -4.58432 0.050 -0.020 0.037
C 0.44561 3.78343 1.26020 -0.156 0.212 0.265
H 0.59368 -1.85477 1.91631 -0.256 -0.349 0.315
N 0.18336 -0.62070 -1.36181 -0.168 0.730 0.980
N 1.56757 -2.40684 -0.84097 0.763 0.772 -0.400
H 0.09366 0.31190 -1.76110 -0.078 -0.083 0.088
H 3.52600 2.27627 1.67972 0.129 0.094 -0.207
Br -0.21024 2.39451 0.04830 -0.633 0.229 0.313
C -0.07276 7.20597 4.80766 -0.245 0.144 -0.029
H -3.03198 -4.71893 4.61328 0.053 0.071 -0.007
H -0.74971 7.68597 5.51205 0.045 0.037 -0.020
C -4.60126 -3.22669 -3.62502 -0.158 -0.178 0.131
H 5.06260 1.71841 1.07185 -0.027 0.395 -0.247
H 3.58619 -3.07350 -1.21080 -0.372 0.245 0.200
N 1.30331 -5.23833 -1.07245 0.652 -0.037 -0.095
H 2.72451 -2.60620 -2.63868 -0.226 0.085 0.318
H 2.65913 0.38239 0.91381 0.087 -0.133 -0.293
H -5.10423 -2.98779 -2.68923 -0.020 0.039 -0.045
H -0.22272 5.33446 -0.10725 -0.032 -0.055 0.071
Br -3.98271 1.37266 -4.38078 0.031 0.010 0.065
C -5.30550 -2.57275 -4.78437 0.140 0.234 -0.136
Br 3.52065 -6.62248 1.26824 0.117 0.018 0.020
Br -6.85114 3.64830 -3.91732 0.003 -0.092 -0.036
H 6.38093 -1.03961 -5.56033 -0.070 0.024 -0.031
B 1.89143 -2.44330 0.62555 -0.689 -0.689 1.464
H 4.48122 1.37160 -5.31560 0.039 -0.044 0.048
Br -6.42270 7.67496 1.58095 0.016 -0.094 -0.040
H 0.74673 5.90091 1.26587 -0.032 -0.116 0.068
H 4.79183 -7.58101 3.15078 -0.051 0.013 0.044
H -0.53071 -4.19620 4.04728 -0.037 0.001 -0.039
Br 6.48736 0.29397 -3.46104 0.081 -0.146 -0.027
C 4.78065 0.42273 -5.75085 0.005 -0.077 -0.161
H 1.92660 -4.66470 -3.01541 -0.239 -0.155 0.300
Br -0.39808 -5.64781 2.01816 0.068 -0.132 0.044
N -1.40666 -1.31284 0.44448 1.485 0.290 0.446
H 4.04060 2.87737 0.10859 0.241 -0.223 -0.069
H -4.74367 1.04911 -2.05337 -0.039 0.033 -0.001
Br -4.22494 -2.62733 -6.40103 -0.057 -0.035 0.038
C 0.61131 5.09542 0.54665 0.275 0.149 -0.115
H 3.82907 -6.46861 5.08438 0.033 0.030 -0.037
H -0.31568 3.86603 2.03439 -0.059 -0.008 -0.089
```
Positions in Å, forces in eV/Å.

Charge: +1
F_max: 4.550 eV/A
HOMO: -11.4092 eV
E_tot: -43287.64224 Eh
LUMO: -0.13222 Ha

2.
A structure of composition C6H9O4PSn, computed with ωB97M-V/def2-TZVPD.

Geometry as XYZ:
```
21
Properties=species:S:1:pos:R:3:forces:R:3
H 1.31975 1.49143 2.70497 0.640 -0.276 -0.358
H 2.18605 1.43860 1.07880 0.289 -0.066 0.936
C -0.59828 1.50914 -3.61342 0.860 3.485 -3.481
O 0.48849 0.71674 -0.47775 -0.520 -0.676 0.605
H -1.19300 1.03209 2.74072 0.320 -0.592 -0.207
O -0.48165 2.24767 -4.47095 -0.406 -2.085 2.269
C -1.01142 0.99668 1.65978 -1.284 -0.327 -0.230
H 1.80238 -2.14255 1.36599 -0.605 0.386 0.129
O -4.38590 -0.11937 -0.75426 4.580 -0.040 -1.151
H 0.87588 -2.24103 -0.15132 -0.098 0.443 0.627
H -0.74276 2.03847 1.37224 0.403 -0.766 -0.018
H 2.48641 0.10376 2.31891 -0.255 0.656 -0.092
H -1.99086 0.82641 1.15977 0.650 -0.269 0.342
P 0.44920 0.03678 0.98717 2.425 2.409 -0.329
O -0.12723 -3.46427 -3.03297 -0.664 3.016 1.256
H 2.23344 -1.15152 -0.01453 -0.555 0.429 0.417
C -0.30946 -2.43316 -2.57559 1.389 -4.950 -1.874
Sn -0.88024 -0.08781 -1.78437 0.665 0.308 -0.081
C 1.77082 0.84827 1.92724 -0.458 -0.097 -0.443
C -3.25646 -0.10798 -0.99891 -6.814 0.211 2.078
C 1.36484 -1.53837 0.55845 -0.561 -1.198 -0.395
```
Positions in Å, forces in eV/Å.

Charge: +2
F_max: 7.127 eV/A
HOMO: -16.9715 eV
E_tot: -1089.93231 Eh
Energy above the lowest of the compared OMol25 structures with the same formula, charge and spin: 63.5 kcal per mole
LUMO: -0.31840 Ha

3.
The ion C4H7N2 with charge +1, computed with ωB97M-V/def2-TZVPD.

Geometry as XYZ:
```
13
Properties=species:S:1:pos:R:3:forces:R:3
N 0.59161 0.02975 -0.39833 -1.241 -2.305 -1.125
N -2.92763 0.71398 -0.52334 -0.386 0.515 0.469
C -2.76930 -0.46257 0.40869 0.681 -1.935 -1.477
C -0.40190 0.72254 0.10749 2.840 0.100 -1.135
C -1.76008 0.52140 -0.13839 -0.685 -1.194 1.360
C 1.93646 0.23311 0.06668 3.798 1.830 -1.005
H 2.05167 1.32885 0.36124 -0.206 -1.587 0.079
H -3.01442 -0.61687 1.47541 -0.166 1.206 -0.660
H 2.80927 0.14212 -0.74416 -2.483 -0.017 1.128
H 0.47032 -0.84109 -1.04144 -0.214 2.198 1.339
H -2.79767 -1.41919 -0.18053 -0.063 0.864 0.835
H 2.29098 -0.46287 0.83929 -0.709 0.234 0.045
H 0.05114 1.46942 0.77326 -1.165 0.090 0.146
```
Positions in Å, forces in eV/Å.

Charge: +1
F_max: 4.334 eV/A
Structure (SMILES): C/[NH+]=C/C1=NC1
HOMO (spin up / spin down): -14.7829 / -14.7833 eV
E_tot: -265.72760 Eh
Energy above the lowest of the compared OMol25 structures with the same formula, charge and spin: 113.5 kcal per mole
LUMO (spin up / spin down): -0.21358 / -0.21356 Ha

4.
The molecule C5H12NS, computed with ωB97M-V/def2-TZVPD.

Geometry as XYZ:
```
19
Properties=species:S:1:pos:R:3:forces:R:3
H -3.23774 -1.90700 0.54840 -0.140 0.255 0.157
H 0.73403 -1.71375 0.98326 -0.226 -0.646 -0.367
C -3.33372 -1.37744 -0.40108 0.766 -0.607 -0.026
C -1.92315 -1.06584 -0.92842 -1.481 -0.463 -1.483
H 0.49929 0.36215 -1.15145 -0.653 -0.215 -0.107
H 0.70447 0.93131 1.75098 -0.237 0.205 -0.005
C 0.96277 -1.29606 -0.00285 -0.313 1.142 1.156
N -1.25236 -0.15765 -0.06980 -0.043 -0.725 1.007
H -3.93611 -0.47901 -0.28358 -0.105 -0.021 -0.010
H -1.84513 0.60682 0.16799 0.157 0.720 0.125
H -1.43190 -2.02242 -1.09694 0.482 0.037 0.603
C 0.72101 1.19231 0.67710 -0.244 -1.037 0.943
H -2.06882 -0.72353 -1.98644 0.298 0.353 0.452
S 2.47558 1.55629 0.47159 -0.606 0.073 -0.192
H 0.08630 2.06619 0.53956 0.154 0.209 0.036
C 0.15036 0.00919 -0.14320 2.495 0.894 -2.153
H 0.80410 -1.91988 -0.87077 -0.149 -0.504 0.217
H 2.01781 -1.03965 0.05026 0.086 0.059 -0.284
H -3.80421 -2.08600 -1.08538 -0.242 0.271 -0.070
```
Positions in Å, forces in eV/Å.

2S+1: 2
F_max: 3.415 eV/A
HOMO (spin up / spin down): -8.5037 / -8.4926 eV
E_tot: -650.57852 Eh
Energy above the lowest of the compared OMol25 structures with the same formula, charge and spin: 7.7 kcal per mole
LUMO (spin up / spin down): 0.04000 / -0.06938 Ha